Below is a structure of composition C20H58CrO11S9 at a distorted geometry, with properties calculated with the ωB97M-V functional and the def2-TZVPD basis.

CARTESIAN COORDINATES (ANGSTROEM)
Cr: -0.065 1.454 -0.140
O: 0.341 1.707 1.635
C: -0.477 1.068 2.509
C: -1.865 0.819 1.689
O: -1.483 0.398 0.408
H: -0.687 1.739 3.364
H: -0.161 0.095 2.870
H: -2.524 1.722 1.647
H: -2.479 0.043 2.182
C: 3.003 -0.045 2.106
S: 1.675 -0.691 1.154
O: 1.410 0.150 -0.061
C: 2.319 -2.092 0.456
H: 2.519 0.542 2.874
H: 3.564 0.551 1.391
H: 3.682 -0.837 2.380
H: 1.525 -2.344 -0.263
H: 2.334 -2.933 1.145
H: 3.251 -1.957 -0.068
C: -0.168 4.287 3.568
S: 1.237 5.247 3.043
O: 1.408 6.371 3.911
C: 2.472 3.939 3.322
H: -0.500 3.781 2.663
H: -0.989 4.971 3.817
H: 0.055 3.610 4.349
H: 2.094 3.239 2.594
H: 2.479 3.633 4.366
H: 3.349 4.511 3.008
C: -4.999 0.281 -0.186
S: -5.182 1.518 -1.469
O: -4.383 1.270 -2.757
C: -6.876 1.126 -1.863
H: -3.954 0.053 -0.052
H: -5.520 -0.650 -0.345
H: -5.388 0.640 0.746
H: -7.283 1.918 -2.471
H: -7.485 0.845 -1.008
H: -6.771 0.251 -2.485
C: -0.894 -0.561 -4.260
S: -0.737 -0.560 -2.504
O: -0.898 0.896 -2.105
C: -2.188 -1.492 -1.943
H: -0.059 0.119 -4.536
H: -1.784 -0.046 -4.605
H: -0.705 -1.549 -4.631
H: -1.951 -2.465 -1.576
H: -2.939 -1.426 -2.700
H: -2.403 -0.869 -1.102
C: -1.280 -4.162 0.792
S: 0.019 -4.910 0.048
O: -0.333 -5.126 -1.408
C: 0.209 -6.553 0.607
H: -1.507 -3.399 0.055
H: -0.934 -3.695 1.697
H: -2.219 -4.699 1.003
H: 0.518 -6.665 1.636
H: 1.001 -6.831 -0.101
H: -0.697 -7.135 0.504
C: 1.752 2.816 -3.030
S: 2.520 3.273 -1.502
O: 1.582 2.815 -0.419
C: 3.784 1.993 -1.467
H: 0.991 3.535 -3.348
H: 1.379 1.822 -2.915
H: 2.559 2.852 -3.756
H: 4.382 2.138 -2.407
H: 3.313 1.051 -1.516
H: 4.422 2.078 -0.599
C: -1.425 5.673 -0.667
S: -1.197 4.077 -1.471
O: -1.326 3.152 -0.246
C: -2.778 3.806 -2.345
H: -1.253 6.529 -1.352
H: -0.684 5.750 0.113
H: -2.479 5.778 -0.264
H: -3.595 4.262 -1.779
H: -2.902 2.743 -2.404
H: -2.607 4.138 -3.376
C: 1.087 -1.558 5.436
S: 0.440 -3.105 5.032
O: 0.559 -3.197 3.546
C: 1.761 -4.051 5.714
H: 0.389 -0.768 5.144
H: 2.004 -1.317 4.931
H: 1.156 -1.456 6.535
H: 1.670 -3.933 6.787
H: 2.658 -3.656 5.269
H: 1.539 -5.115 5.469
C: 3.750 -3.768 -5.370
S: 3.888 -2.599 -4.071
O: 3.944 -1.220 -4.565
C: 2.228 -2.862 -3.359
H: 3.779 -4.726 -4.854
H: 4.628 -3.694 -6.004
H: 2.831 -3.748 -5.963
H: 1.512 -2.222 -3.917
H: 2.157 -2.521 -2.359
H: 1.885 -3.869 -3.549

- Highest occupied orbital energy (spin up / spin down): -10.12 / -10.12 eV
- Multiplicity: 4
- Charge: +1
- Electronic energy: -170130.1058 eV

Below is a structure of composition C20H58CuO18 at a distorted geometry, with properties calculated with the ωB97M-V functional and the def2-TZVPD basis.

CARTESIAN COORDINATES (ANGSTROEM)
Cu: -10.930 -15.869 -13.989
C: -14.277 -14.754 -12.854
C: -14.103 -15.720 -14.012
O: -12.903 -16.277 -14.380
H: -13.731 -13.836 -13.055
H: -14.035 -15.065 -11.839
H: -15.354 -14.575 -12.794
H: -14.588 -15.227 -14.885
H: -14.865 -16.516 -13.864
C: -10.852 -13.280 -11.585
C: -11.058 -14.645 -10.978
O: -10.849 -15.689 -11.866
H: -11.625 -13.078 -12.315
H: -9.822 -13.049 -11.878
H: -11.023 -12.452 -10.869
H: -12.123 -14.636 -10.678
H: -10.507 -14.780 -10.036
C: -11.210 -14.509 -16.715
C: -10.625 -13.444 -15.838
O: -11.193 -13.561 -14.521
O: -10.925 -15.788 -16.185
H: -10.906 -14.371 -17.757
H: -12.303 -14.412 -16.742
H: -10.652 -12.476 -16.331
H: -9.589 -13.732 -15.612
H: -11.420 -12.654 -14.235
H: -11.044 -16.502 -16.814
C: -6.472 -14.569 -13.909
C: -7.487 -15.652 -14.102
O: -8.816 -15.296 -13.740
O: -6.246 -14.336 -12.515
H: -6.874 -13.610 -14.258
H: -5.536 -14.775 -14.432
H: -7.211 -16.580 -13.596
H: -7.555 -15.849 -15.176
H: -8.873 -14.941 -12.836
H: -6.316 -13.400 -12.313
C: -11.210 -10.662 -7.324
C: -10.370 -10.118 -8.468
O: -10.485 -8.685 -8.555
O: -12.572 -10.841 -7.686
H: -11.031 -10.039 -6.445
H: -10.878 -11.682 -7.111
H: -10.694 -10.529 -9.428
H: -9.326 -10.327 -8.246
H: -11.386 -8.467 -8.813
H: -12.859 -10.253 -8.389
C: -15.714 -13.467 -9.043
C: -14.844 -12.734 -10.050
O: -15.534 -12.496 -11.228
O: -16.400 -14.533 -9.696
H: -16.474 -12.823 -8.590
H: -15.063 -13.852 -8.250
H: -13.923 -13.306 -10.147
H: -14.622 -11.768 -9.594
H: -16.000 -13.273 -11.547
H: -16.729 -15.114 -9.005
C: -8.905 -18.537 -8.981
C: -8.561 -17.372 -8.089
O: -8.775 -16.111 -8.683
O: -10.290 -18.482 -9.367
H: -8.859 -19.441 -8.367
H: -8.318 -18.657 -9.894
H: -7.567 -17.430 -7.649
H: -9.246 -17.501 -7.233
H: -9.696 -16.062 -8.963
H: -10.378 -17.965 -10.181
C: -14.154 -18.413 -8.648
C: -13.688 -17.175 -9.398
O: -13.041 -17.385 -10.643
O: -13.107 -19.217 -8.124
H: -14.846 -18.989 -9.268
H: -14.643 -17.904 -7.806
H: -13.067 -16.575 -8.720
H: -14.597 -16.622 -9.661
H: -12.490 -16.647 -10.943
H: -12.346 -19.032 -8.690
C: -13.460 -10.488 -12.905
C: -12.511 -9.328 -12.975
O: -12.850 -8.309 -12.077
O: -13.079 -11.480 -13.866
H: -14.523 -10.242 -13.011
H: -13.456 -10.893 -11.882
H: -12.551 -9.057 -14.042
H: -11.484 -9.679 -12.804
H: -12.435 -7.484 -12.340
H: -13.699 -12.209 -13.748
C: -7.568 -8.666 -11.704
C: -8.068 -9.867 -12.487
O: -7.001 -10.615 -12.976
O: -7.039 -7.669 -12.548
H: -6.771 -9.054 -11.064
H: -8.282 -8.201 -11.017
H: -8.602 -9.551 -13.389
H: -8.711 -10.369 -11.761
H: -6.197 -10.124 -13.159
H: -7.675 -7.370 -13.202

- Highest occupied orbital energy (spin up / spin down): -8.30 / -8.05 eV
- Multiplicity: 2
- Energy above the lowest of the compared OMol25 structures with the same formula, charge and spin: 4.9 kcal/mol
- Electronic energy: -103167.8049 eV

Below is a structure of composition C20H58N4O15P2SSi2, with properties calculated with the ωB97M-V functional and the def2-TZVPD basis.

CARTESIAN COORDINATES (ANGSTROEM)
C: 6.235 -3.477 -1.266
S: 6.738 -1.800 -1.567
O: 7.913 -1.798 -2.422
O: 6.799 -1.136 -0.280
Si: 5.219 -0.768 -2.802
O: 3.727 -1.071 -2.183
Si: 2.296 -0.753 -2.974
C: 1.696 -2.226 -3.949
N: 1.244 -3.304 -3.059
P: 0.953 -0.218 -1.234
O: 1.667 0.560 -0.205
O: 0.295 -1.527 -0.594
O: -0.252 0.573 -1.960
P: 5.652 1.451 -2.636
O: 5.926 1.913 -4.001
O: 4.356 2.099 -1.974
O: 6.739 1.745 -1.505
H: 5.157 -3.513 -1.118
H: 6.750 -3.766 -0.350
H: 6.556 -4.099 -2.098
H: 5.338 -1.236 -4.193
H: 2.435 0.427 -3.850
H: 2.481 -2.523 -4.660
H: 0.848 -1.880 -4.548
H: 0.683 -3.985 -3.551
H: 2.011 -3.782 -2.609
H: -0.158 -2.094 -1.237
H: -0.678 1.168 -1.322
H: 4.201 1.835 -1.056
H: 7.575 1.277 -1.631
C: -0.778 1.195 2.195
O: -2.015 1.562 1.603
C: -2.633 0.540 0.837
C: -3.848 -0.004 1.561
N: -3.441 -0.771 2.729
C: -4.520 -1.150 3.630
C: -5.254 -0.033 4.361
O: -4.462 0.639 5.322
C: -3.659 1.697 4.835
H: -0.370 2.089 2.661
H: -0.910 0.438 2.975
H: -0.069 0.824 1.453
H: -1.927 -0.272 0.631
H: -2.952 0.979 -0.115
H: -4.407 -0.662 0.888
H: -4.495 0.852 1.800
H: -2.751 -0.247 3.249
H: -4.101 -1.815 4.390
H: -5.252 -1.736 3.064
H: -6.078 -0.486 4.918
H: -5.696 0.692 3.665
H: -4.131 2.202 3.988
H: -2.662 1.362 4.530
H: -3.538 2.414 5.648
C: -0.667 1.594 8.567
O: -0.319 0.258 8.273
C: -0.949 -0.277 7.117
C: 0.058 -0.535 6.019
N: 0.590 0.712 5.491
C: 1.672 0.558 4.526
C: 2.981 -0.071 4.984
O: 3.709 0.719 5.904
C: 3.349 0.561 7.261
H: -0.232 1.833 9.535
H: -0.280 2.299 7.823
H: -1.753 1.718 8.628
H: -1.734 0.400 6.765
H: -1.419 -1.223 7.398
H: -0.444 -1.076 5.208
H: 0.835 -1.199 6.424
H: 0.901 1.292 6.259
H: 1.906 1.552 4.135
H: 1.286 -0.030 3.686
H: 3.619 -0.175 4.103
H: 2.830 -1.078 5.394
H: 3.024 -0.462 7.473
H: 2.553 1.248 7.565
H: 4.232 0.780 7.862
C: -3.955 -0.802 -8.723
O: -3.559 0.538 -8.532
C: -4.258 1.223 -7.500
C: -3.337 1.549 -6.346
N: -2.925 0.341 -5.647
C: -1.899 0.541 -4.629
C: -0.538 1.045 -5.081
O: 0.188 0.096 -5.851
C: -0.077 0.093 -7.241
H: -3.449 -1.162 -9.618
H: -3.678 -1.445 -7.879
H: -5.036 -0.882 -8.875
H: -5.106 0.624 -7.154
H: -4.646 2.155 -7.920
H: -3.871 2.198 -5.644
H: -2.492 2.125 -6.748
H: -2.595 -0.333 -6.326
H: -1.747 -0.417 -4.126
H: -2.299 1.228 -3.876
H: 0.066 1.219 -4.191
H: -0.601 2.000 -5.615
H: -0.325 1.095 -7.602
H: -0.893 -0.585 -7.509
H: 0.827 -0.246 -7.746

- Highest occupied orbital energy: -8.58 eV
- Energy above the lowest of the compared OMol25 structures with the same formula, charge and spin: 0.0 kcal/mol
- Electronic energy: -103524.4855 eV

Below is a cluster of 6 separate species, C20H58N5O6 in total at a distorted geometry, with properties calculated with the ωB97M-V functional and the def2-TZVPD basis.

CARTESIAN COORDINATES (ANGSTROEM)
O: -0.875 -0.348 -0.173
H: -1.462 0.410 -0.131
H: -1.360 -1.236 -0.293
H: -0.491 -0.473 0.707
C: -0.053 -3.375 -1.531
C: -1.504 -3.568 -1.045
C: -1.779 -3.780 0.293
O: -1.151 -2.774 1.081
C: -1.217 -3.039 2.455
N: -2.099 -2.447 -1.639
H: 0.661 -2.695 -0.799
H: -0.012 -2.796 -2.424
H: 0.646 -4.231 -1.514
H: -1.804 -4.533 -1.749
H: -1.310 -4.615 0.654
H: -2.792 -4.086 0.530
H: -2.223 -2.975 2.905
H: -0.862 -2.249 3.083
H: -0.607 -3.999 2.663
H: -3.050 -2.231 -1.486
H: -2.090 -2.200 -2.616
C: -1.540 1.342 3.541
C: -0.106 1.559 2.895
C: 0.794 2.183 3.902
O: 0.609 3.553 3.929
C: 1.460 4.189 4.971
N: 0.214 0.149 2.425
H: -2.292 1.086 2.645
H: -2.006 2.293 4.096
H: -1.687 0.640 4.314
H: -0.352 2.177 2.203
H: 1.779 1.964 3.353
H: 0.488 1.835 5.017
H: 2.461 4.096 4.811
H: 1.469 3.585 5.770
H: 1.248 5.187 4.907
H: 0.357 -0.394 3.372
H: 1.192 0.260 2.010
C: 0.187 1.824 -2.795
C: 1.045 0.657 -3.344
C: 1.103 0.570 -4.931
O: -0.269 0.252 -5.383
C: -0.342 0.261 -6.800
N: 2.398 0.803 -2.894
H: 0.669 2.646 -3.016
H: 0.189 1.860 -1.661
H: -0.798 1.787 -3.195
H: 0.638 -0.381 -2.803
H: 1.454 -0.294 -5.358
H: 1.493 1.576 -5.523
H: -1.309 0.147 -7.243
H: 0.245 -0.414 -7.362
H: 0.070 1.217 -7.313
H: 2.925 1.314 -3.489
H: 2.793 -0.213 -2.820
C: 2.790 -1.777 0.535
C: 3.241 -0.349 0.905
C: 4.713 -0.121 0.310
O: 5.488 -1.218 0.690
C: 5.940 -1.285 2.084
N: 2.312 0.549 0.319
H: 3.544 -2.512 0.875
H: 2.879 -1.831 -0.522
H: 1.836 -1.994 1.004
H: 3.444 -0.265 2.125
H: 5.010 0.885 0.552
H: 4.746 -0.292 -0.734
H: 5.122 -1.180 2.716
H: 6.628 -0.343 2.628
H: 6.336 -2.272 2.179
H: 2.595 1.417 0.445
H: 2.328 0.514 -0.765
C: -3.411 1.500 -2.048
C: -3.308 2.121 -0.655
C: -4.253 1.401 0.383
O: -3.517 0.127 0.518
C: -4.105 -0.784 1.427
N: -1.997 2.275 -0.213
H: -4.334 1.160 -2.247
H: -2.874 0.641 -2.155
H: -3.126 2.214 -2.842
H: -3.809 3.081 -0.831
H: -5.256 1.286 -0.081
H: -4.041 1.939 1.340
H: -3.950 -0.223 2.316
H: -3.661 -1.632 1.627
H: -5.067 -0.974 1.200
H: -1.934 2.828 0.556
H: -1.431 3.004 -0.841

- Highest occupied orbital energy: -10.97 eV
- Charge: +1
- Energy above the lowest of the compared OMol25 structures with the same formula, charge and spin: 266.2 kcal/mol
- Electronic energy: -41397.9732 eV